97
Properties=species:S:1:pos:R:3:forces:R:3:mulliken_charge:R:1 method="wB97M-V/def2-TZVPD" total_charge=+2
Ir -0.120326 -0.733639 0.223510 0.068 -0.141 0.223 1.26
P 2.234157 -0.210917 0.233476 0.033 0.052 -0.167 0.40
P -2.464900 -0.161791 0.293329 0.019 0.125 -0.135 0.22
N 1.067854 1.606819 1.769362 0.000 -0.013 -0.043 0.50
N -0.108754 -4.629078 -0.485175 0.055 -0.029 -0.004 0.26
N -1.146490 1.924561 1.261376 -0.001 -0.104 0.044 0.65
C 4.100466 -2.151706 -0.669097 0.001 0.014 0.018 -1.71
C 0.795806 -3.684664 -1.188065 -0.044 -0.026 0.013 -0.27
C 0.654787 -5.762215 0.120939 0.009 0.046 -0.026 -0.79
C 1.461929 3.923174 2.708246 -0.007 0.041 0.000 -1.08
C -3.055959 -0.188203 2.960497 0.003 -0.013 -0.003 -1.83
C -3.612103 -0.751044 1.642378 -0.019 -0.012 -0.011 2.19
C -1.271882 4.318743 2.079305 0.014 0.026 0.020 -1.07
C 0.591532 -2.322077 4.147827 0.003 -0.018 0.012 -0.73
C -4.417433 0.644833 -1.650202 -0.048 -0.035 -0.003 -1.62
C -3.633602 -2.277424 1.747409 -0.018 0.020 -0.007 -1.59
C 0.432622 -1.477535 3.062556 -0.022 -0.015 0.006 0.05
C -2.073966 0.220956 -2.368699 0.002 -0.016 0.020 -1.89
C 2.389570 1.072258 1.575378 -0.056 -0.014 -0.002 -1.46
C -0.138278 -4.160492 2.824754 -0.020 0.014 0.088 -0.58
C -3.193255 -0.253132 -1.425791 -0.013 0.005 0.001 1.68
C -0.508743 5.332760 2.649914 -0.036 -0.006 -0.010 -0.82
C -5.044937 -0.256375 1.430788 -0.021 -0.016 0.065 -1.79
C 3.707403 -1.326964 0.560218 0.018 0.031 0.032 2.10
C 0.326381 -3.680455 4.032075 -0.008 -0.005 -0.028 -1.32
C 3.823888 1.396162 -1.554701 0.032 -0.035 0.024 -1.79
C 0.832855 5.139459 2.957258 0.033 -0.021 0.000 -0.79
C -0.003083 -1.947580 1.817635 0.036 0.040 0.001 1.31
C -0.650789 3.110537 1.828283 -0.025 -0.022 -0.081 0.82
C 4.931442 -0.506927 1.003672 -0.006 0.021 -0.044 -1.73
C -0.995331 -3.902069 0.513516 -0.047 0.088 -0.044 -0.71
C -3.544405 -1.698766 -1.782297 0.008 0.005 -0.012 -1.58
C 3.349687 -2.270137 1.715603 -0.031 -0.006 0.004 -1.56
C 2.131855 -0.154133 -2.562140 -0.025 0.006 0.003 -1.44
C -0.306406 -3.320302 1.717967 -0.067 -0.010 -0.125 0.20
C 0.709202 2.913783 2.139734 0.007 0.002 0.005 0.06
C 2.446800 0.756084 -1.367451 -0.008 0.022 0.031 1.87
C 1.399375 1.882132 -1.368441 -0.033 0.013 -0.013 -1.73
C -2.399606 1.682119 0.596785 0.050 0.008 -0.005 -2.03
B -0.080672 0.997693 1.201756 -0.004 0.124 0.090 -0.60
H 4.558510 -1.541514 -1.444311 0.006 0.038 -0.024 0.37
H 5.222709 0.250945 0.281182 0.010 -0.014 0.016 0.32
H -2.377628 0.037780 -3.401664 0.001 0.036 -0.004 0.70
H 1.398661 5.946780 3.400991 0.000 0.002 0.001 0.45
H -1.135750 -0.331458 -2.214302 -0.028 -0.016 0.005 0.27
H 1.370570 -3.157184 -0.431373 0.021 -0.008 0.022 -0.35
H 2.505137 3.776917 2.957896 0.002 -0.004 0.003 0.53
H 2.152673 0.446639 -3.474017 -0.006 -0.011 -0.002 0.56
H 4.779887 -0.028072 1.969760 0.002 0.003 0.005 0.32
H -4.582596 0.746720 -2.724995 0.005 -0.014 -0.004 0.56
H 4.611285 0.660791 -1.706612 0.006 -0.022 -0.009 0.38
H -0.741330 -5.029789 -1.179021 0.005 -0.017 0.005 0.41
H -1.492810 -3.115923 -0.060637 0.001 -0.043 -0.021 -1.15
H -3.260217 2.002734 1.187037 0.004 -0.022 0.002 0.68
H -5.509283 -0.714092 0.558546 0.005 -0.007 0.043 0.37
H 4.102946 2.036251 -0.716995 -0.003 0.007 -0.007 0.32
H 0.921203 -1.916433 5.095938 -0.001 0.018 -0.008 0.50
H -3.932120 -1.731441 -2.802435 0.018 -0.003 -0.007 0.55
H -2.660561 -2.343027 -1.750268 0.007 -0.032 0.013 0.07
H 1.487398 2.431865 -2.308220 0.014 0.000 0.007 0.78
H -3.671912 -0.569258 3.777088 -0.007 0.003 0.007 0.64
H 0.443729 -4.341867 4.878906 -0.002 -0.007 -0.003 0.43
H -5.118666 0.827820 1.341978 0.004 -0.003 -0.031 0.28
H -4.096112 -2.752105 0.882128 0.041 -0.019 -0.020 0.24
H -2.314592 4.479188 1.837013 -0.004 -0.006 0.000 0.52
H -1.750713 -4.632022 0.806023 0.025 -0.007 0.050 0.73
H 1.525903 2.592608 -0.551566 0.018 0.009 -0.013 0.12
H -4.284488 1.648771 -1.249473 -0.014 0.018 -0.019 0.25
H -4.308728 -2.118617 -1.130018 -0.009 0.020 0.001 0.28
H -2.635441 -2.675339 1.902647 0.032 -0.004 0.050 0.24
H 1.366739 -5.352175 0.832229 -0.009 -0.013 0.006 0.35
H 2.510523 -2.931773 1.492212 -0.007 -0.006 -0.049 0.03
H -5.325912 0.226978 -1.224263 0.033 0.013 -0.008 0.37
H -2.028536 -0.507723 3.141371 -0.023 0.000 -0.014 0.26
H 0.643877 -0.425014 3.197990 0.008 0.005 -0.018 0.44
H 3.092598 -1.724489 2.623348 0.029 -0.010 -0.003 0.30
H -3.093371 0.899558 3.003466 0.009 -0.003 0.018 0.31
H -1.866353 1.287863 -2.273314 0.007 -0.013 0.014 0.27
H 2.843071 -0.965542 -2.691378 0.050 -0.027 0.028 0.29
H 4.843555 -2.889798 -0.360595 -0.009 -0.014 -0.012 0.56
H 3.095153 1.845705 1.258993 -0.005 -0.002 0.016 0.51
H -5.635334 -0.551204 2.301022 0.004 0.027 0.013 0.52
H -0.041299 -6.427910 0.624057 0.006 -0.006 0.002 0.36
H 5.774560 -1.191676 1.116453 -0.006 -0.008 0.007 0.54
H -4.224475 -2.553246 2.623071 -0.043 0.006 -0.022 0.60
H -0.969419 6.288655 2.856999 0.001 0.001 -0.001 0.44
H 3.264124 -2.688924 -1.115403 0.018 0.000 0.003 0.07
H 1.173113 -6.292577 -0.673698 0.001 -0.005 0.002 0.35
H -2.449516 2.203734 -0.363369 0.001 0.018 0.036 0.62
H 4.222049 -2.888508 1.936664 0.003 0.000 0.003 0.69
H 1.127375 -0.583145 -2.482477 0.002 -0.015 0.002 -0.01
H 1.456816 -4.238943 -1.850176 -0.001 0.024 -0.019 0.57
H -0.422908 -5.204373 2.747513 -0.003 0.005 -0.007 0.49
H 2.794736 0.609737 2.479636 -0.017 -0.010 -0.002 0.51
H 0.372792 1.498226 -1.327102 -0.002 -0.014 0.023 0.36
H 3.797668 2.027867 -2.445070 -0.020 -0.009 -0.006 0.50
H 0.195120 -2.981519 -1.766193 -0.012 0.014 -0.010 0.24

***

19
Properties=species:S:1:pos:R:3:forces:R:3:nbo_charge:R:1 method="wB97M-V/def2-TZVPD" e_above_lowest_kj_mol=161.4 total_charge=+1
O 2.254742 -1.376322 1.717219 -0.255 0.150 -0.167 -0.97
O -1.847337 -1.237497 -0.806374 -0.166 -0.716 0.091 -0.97
O -2.564931 0.476444 1.070657 0.072 0.076 0.347 -0.98
N 0.543161 0.193074 -0.280520 0.941 0.909 -0.243 -0.41
C 1.149178 1.018979 -2.470479 0.131 0.636 -0.982 -0.31
C 0.131151 0.483176 0.881003 -0.486 -0.909 0.695 0.16
C 1.171677 1.158901 -1.165696 0.543 -1.207 0.684 -0.09
H -2.073773 -1.230256 0.132766 0.000 0.457 0.026 0.48
H -3.059427 0.875363 0.348174 -0.096 -0.016 -0.069 0.50
H -3.142761 0.494003 1.839060 -0.128 0.140 0.061 0.50
H -2.427982 -1.946520 -1.111008 0.204 0.016 -0.464 0.48
H 0.671162 0.271302 -3.086863 -0.445 -0.282 0.558 0.23
H 1.865273 1.763770 -0.601554 -0.317 0.745 -0.257 0.23
H -0.354631 -0.297315 1.436899 0.287 -0.257 0.189 0.23
H 2.508250 -2.266494 1.980742 0.072 0.022 0.074 0.49
H 0.222681 1.426218 1.403028 0.007 0.421 -0.726 0.23
H 1.638451 1.761048 -3.092299 0.267 0.018 0.309 0.24
H 2.685196 -0.779933 2.336838 0.169 -0.154 0.091 0.48
H 0.629922 -0.787940 -0.531590 -0.798 -0.049 -0.217 0.46

***

45
Properties=species:S:1:pos:R:3:forces:R:3:nbo_charge:R:1 method="wB97M-V/def2-TZVPD" smiles="COc1ccc(C(=O)Nc2cccc(-c3ccc4nncn4n3)c2)cc1OC" e_above_lowest_kj_mol=36.7
O -0.590988 -0.412016 2.544863 0.406 -0.350 -0.153 -0.52
O 0.806686 -2.876012 1.960795 0.264 0.199 -0.243 -0.50
O 4.302176 2.303964 0.663469 0.125 -0.117 0.008 -0.58
N 2.335296 2.909296 -0.216536 0.233 0.564 -0.047 -0.62
N -1.351732 -4.343357 -1.575178 0.562 -0.533 0.612 -0.24
N -0.635101 -0.965245 -1.268115 0.456 0.800 0.439 -0.21
N -1.049328 -2.190069 -1.539436 -0.953 -0.579 -0.932 -0.16
N -2.198690 -3.833420 -2.461650 -0.875 0.347 -0.901 -0.27
C -1.570074 2.469610 -1.651589 0.023 -0.165 -0.030 -0.24
C -0.662171 -3.380684 -1.020829 0.194 0.051 0.166 0.11
C 1.049600 2.745108 -0.725930 -0.545 -0.087 -0.268 0.16
C 0.211708 3.856334 -0.826621 0.114 -0.136 0.050 -0.24
C -2.215835 -0.210470 -2.909856 -0.271 -0.453 -0.216 -0.25
C -2.635642 -1.476867 -3.184422 0.080 0.494 0.068 -0.14
C 0.640643 -0.398698 1.942334 -0.121 -0.016 0.100 0.30
C -0.381954 -3.084066 2.692737 -0.460 -0.224 0.279 -0.24
C 1.281092 -1.630115 1.693693 0.220 0.074 -0.066 0.27
C -1.202476 0.010431 -1.927930 -0.014 -0.683 0.090 0.17
C -1.271393 0.805336 2.715083 -0.148 0.233 0.018 -0.25
C 3.142285 2.019365 0.453772 0.065 0.071 0.045 0.67
C -0.731539 1.358726 -1.589086 0.256 0.477 0.174 0.01
C 3.154756 -0.451961 0.706049 -0.092 0.336 -0.048 -0.17
C 2.536880 -1.623242 1.090494 -0.293 -0.037 0.126 -0.25
C 0.580749 1.507926 -1.154518 -0.113 0.136 -0.209 -0.23
C -2.039275 -2.528450 -2.465127 0.472 -0.043 0.474 0.23
C 1.273471 0.772201 1.556371 0.129 -0.080 0.096 -0.27
C 2.508242 0.757353 0.912393 0.092 -0.363 0.339 -0.17
C -1.083200 3.712850 -1.289454 -0.015 0.030 -0.042 -0.19
H 1.222769 0.643865 -1.151983 0.033 -0.048 -0.007 0.25
H 4.122923 -0.467515 0.231490 0.114 -0.002 -0.039 0.23
H -0.737200 1.477080 3.394836 -0.007 -0.012 -0.041 0.18
H 3.009316 -2.578519 0.924442 0.042 -0.123 -0.007 0.23
H -1.439389 1.310384 1.757633 0.021 -0.001 0.025 0.18
H -2.620260 0.634057 -3.443309 -0.044 0.061 -0.052 0.23
H -1.725287 4.578499 -1.352375 -0.047 0.073 0.009 0.22
H -0.335277 -2.615257 3.677078 -0.009 -0.041 -0.071 0.19
H 0.576926 4.828695 -0.529820 0.039 0.097 0.068 0.22
H 0.804402 1.722923 1.751622 -0.121 0.053 -0.011 0.23
H 2.758027 3.820486 -0.350485 0.038 -0.208 0.062 0.41
H -2.598238 2.365482 -1.961797 -0.107 -0.015 -0.047 0.22
H 0.092248 -3.501202 -0.272920 0.216 0.091 0.230 0.23
H -0.456526 -4.165532 2.806115 -0.008 0.079 0.012 0.19
H -3.389428 -1.702626 -3.920558 -0.073 0.007 -0.084 0.24
H -1.258401 -2.714859 2.156699 0.073 -0.043 0.058 0.19
H -2.230791 0.540210 3.157553 0.048 0.084 -0.033 0.20

***

56
Properties=species:S:1:pos:R:3:forces:R:3:mulliken_charge:R:1 method="wB97M-V/def2-TZVPD" total_charge=-1
S 3.122739 3.357455 -1.778569 4.086 1.401 0.109 1.17
P -0.638741 -5.769473 -0.674863 -1.459 0.264 -0.869 0.21
F 1.745900 1.742748 -3.420076 0.791 0.398 2.858 -0.26
F 2.124348 4.398174 -2.578139 1.034 -1.733 1.393 -0.28
F 3.906445 2.970915 -3.221506 -1.164 0.898 2.013 -0.34
F -0.103706 3.077579 -1.317335 2.238 -1.717 -0.072 -0.30
F 1.950183 -5.539678 0.603858 0.235 2.273 -0.443 -0.31
F -2.793143 4.894281 1.462495 -0.132 -0.042 -0.016 -0.30
F 0.728391 1.459424 0.080271 0.758 1.302 -2.521 -0.29
F 4.181001 4.627400 -1.585964 -1.619 -1.692 -0.411 -0.31
F 2.522090 3.712630 -0.280708 0.203 -0.565 -2.450 -0.28
F 2.152200 -3.869593 -0.975281 -0.155 -0.585 2.526 -0.27
F 2.101284 -3.371539 1.300885 0.049 -1.358 -1.908 -0.28
F 4.274308 2.404832 -0.999411 -1.604 1.672 -1.032 -0.31
F 2.751552 0.752228 -1.591830 -1.831 2.326 -1.468 -0.25
N -2.535420 -5.507470 2.588805 1.130 2.180 -1.251 -0.81
N -1.990011 -5.589172 -1.567678 0.956 -0.415 -0.247 -0.81
C 1.551984 -4.196728 0.288894 -0.566 -0.188 -0.243 0.43
C 0.103606 -0.715937 -1.978318 -0.787 -0.726 -0.231 -0.60
C 0.629819 1.833773 -1.292664 -3.765 -1.032 1.148 1.00
C -2.163005 -4.403542 1.966182 -0.661 -1.065 1.115 0.55
C 0.829234 6.704383 2.141906 0.025 0.020 -0.006 -0.67
C -0.421279 0.781966 -1.927414 1.062 0.159 -0.212 -1.51
C 2.022273 1.871888 -2.049157 -0.870 -2.676 -0.178 0.83
C -0.337391 7.283080 2.630705 0.099 -0.210 -0.157 -0.39
C -0.630695 -4.005800 1.763757 -0.746 -0.627 1.423 -0.50
C -3.372015 -3.513223 1.403070 1.662 0.053 -0.603 -0.94
C -1.564826 6.674240 2.395347 -0.215 0.034 0.049 -0.44
C -1.608208 5.486142 1.683764 0.700 0.327 0.128 0.19
C 0.048666 -1.485848 -0.546114 -0.509 0.595 -1.225 0.15
C -0.637480 -2.910570 -0.777047 0.202 0.331 -0.699 -1.11
C -0.452217 4.896554 1.197188 -0.158 -0.171 -0.053 -0.19
C 0.771350 5.513526 1.422077 -0.128 0.276 0.220 -0.33
B -0.109289 -4.104864 0.214239 0.376 0.520 0.376 0.51
H -0.628805 -0.842350 0.108260 1.066 -0.909 -0.483 0.16
H -0.714524 1.203847 -2.944173 0.462 -0.651 1.247 0.35
H -0.291048 8.208546 3.194204 -0.043 -0.072 -0.052 0.35
H -0.786920 -6.850647 0.286535 0.530 0.338 -0.470 0.01
H -2.967997 -2.462007 1.190165 -0.720 -1.345 0.405 0.17
H -1.693291 -6.021488 2.897898 -0.346 0.339 -0.197 0.28
H -3.628117 -3.965498 0.382514 0.112 0.575 1.433 0.21
H -1.777130 -2.791142 -0.726464 1.633 -0.204 -0.132 0.24
H -0.032956 -4.774522 2.379896 -0.913 0.999 -0.690 0.17
H 1.680113 5.067747 1.038657 -0.203 0.115 0.144 0.54
H -0.427054 -3.269575 -1.850565 -0.278 0.723 1.367 0.20
H -0.644438 -1.292369 -2.634826 1.021 1.024 0.834 0.53
H -4.255537 -3.472702 2.107730 1.135 -0.270 -0.852 0.39
H 1.787120 7.181794 2.320147 -0.086 -0.044 -0.011 0.38
H -0.514932 3.966652 0.647970 -0.031 0.090 0.080 0.44
H 1.110190 -0.853120 -2.502030 -1.315 0.391 0.811 0.19
H -1.336672 0.804911 -1.257457 1.225 0.239 -0.681 0.51
H -1.705774 -5.787171 -2.541466 -0.513 0.063 0.621 0.20
H 1.098312 -1.520092 -0.124455 -1.337 -0.058 -0.273 0.08
H -0.377549 -2.994170 2.248228 -0.623 -1.219 -0.808 0.22
H 0.432063 -6.111367 -1.562371 -0.030 -0.289 0.660 0.01
H -2.484998 7.114943 2.760234 0.020 -0.062 -0.019 0.41

***

The following gap between HOMO and LUMO values (in eV) correspond, in order, to the records above: 6.87, 10.44, 8.05, 4.89.
The following HOMO level values (in eV) correspond, in order, to the records above: -12.566, -14.590, -8.392, -4.325.